Record 1
88
Properties=species:S:1:pos:R:3:forces:R:3 method="wB97M-V/def2-TZVPD" total_charge=0 orbital_gap_ev=7.1 smiles="CC(C)=CCC[C@H](C)CCc1ccc2nsnc2c1CN.C[N+](=O)[O-].C[N+](=O)[O-].C[N+](=O)[O-].C[N+](=O)[O-].C[N+](=O)[O-].C[N+](=O)[O-]" e_homo_ha=-0.3059
C 1.4642 -5.0320 0.7581 0.08 1.06 1.21
C 1.5338 -3.5579 1.4376 0.31 2.02 -1.43
C 1.2451 -3.3367 3.0153 0.22 -0.17 -0.72
C 1.8501 -2.4097 0.6536 -0.72 -1.61 1.91
C 1.8955 -0.9462 1.3496 0.98 -0.75 -0.74
C 2.4064 0.1904 0.2906 1.05 -0.79 1.05
C 2.4044 1.6672 0.9139 0.79 0.79 0.24
C 2.7609 1.6725 2.5116 0.28 -1.44 -1.26
C 1.0987 2.5587 0.6607 -0.17 0.32 0.40
C -0.1826 1.8197 0.0506 -1.56 0.55 0.52
C -1.1509 1.1451 1.1693 -2.21 -2.45 2.12
C -1.6669 2.0289 2.3998 -2.05 -3.17 1.07
C -2.6396 1.4673 3.5008 2.18 -0.53 -3.60
C -3.1182 -0.0328 3.3947 -0.09 -1.27 -0.68
N -4.0097 -0.7783 4.2665 3.20 -0.15 -4.21
S -4.0473 -2.3598 3.5734 0.99 2.06 -0.75
N -3.0744 -2.3289 2.1447 -0.12 5.56 3.20
C -2.6129 -0.9432 2.1877 0.34 0.74 -0.20
C -1.6577 -0.3139 1.1141 0.67 2.09 0.23
C -1.1832 -1.2899 -0.0875 0.78 0.46 0.89
N -2.1850 -1.3320 -1.1924 0.30 -0.44 -0.16
H 1.3107 -4.8995 -0.3667 0.30 -0.32 1.61
H 0.5780 -5.6132 1.2273 1.49 0.89 -0.90
H 2.4531 -5.5868 0.9989 -1.71 0.77 -0.55
H 0.4717 -2.4889 3.1891 1.15 -1.56 -0.37
H 2.2188 -2.9778 3.5038 -1.35 -0.59 -0.59
H 0.9036 -4.3099 3.5349 0.50 1.62 -0.90
H 2.1183 -2.5179 -0.4686 -0.56 0.23 2.00
H 0.9218 -0.6622 1.8768 1.16 -0.49 -0.95
H 2.6916 -1.0446 2.1897 -1.32 0.35 -1.37
H 3.5232 -0.0811 0.1124 -1.83 0.47 0.18
H 1.9097 0.0892 -0.7385 0.50 0.30 1.60
H 3.2966 2.2296 0.4254 -1.51 -0.96 0.64
H 3.6181 0.8983 2.6193 -1.19 1.55 0.14
H 3.0984 2.7019 2.8798 -0.68 -1.55 -0.53
H 1.8672 1.2306 3.0715 1.18 0.93 -0.52
H 1.3664 3.4831 0.0117 -0.53 -1.71 0.92
H 0.7932 3.0096 1.6855 0.44 -0.79 -1.80
H 0.0198 1.0813 -0.7958 -0.10 1.01 1.37
H -0.8445 2.6528 -0.4201 1.03 -1.36 0.73
H -1.3201 3.1264 2.4554 -0.69 -2.02 -0.01
H -2.9917 2.1661 4.3308 0.51 -1.32 -1.31
H -0.9832 -2.3191 0.4007 -0.62 1.57 -1.04
H -0.1617 -0.9570 -0.5110 -1.51 -0.40 1.04
H -1.9993 -0.5990 -1.9055 -0.08 -0.82 0.84
H -2.1695 -2.2524 -1.6728 0.18 0.99 0.42
C -0.8167 6.1169 3.2949 -0.27 0.19 0.19
N -0.1481 6.0979 1.9670 0.08 0.09 -0.29
O -0.6005 6.8303 1.1014 0.35 -0.45 0.27
O 0.8082 5.3477 1.8405 -0.53 0.62 0.02
H -1.6441 6.8242 3.2611 0.14 -0.11 -0.11
H -1.1788 5.1092 3.4955 0.16 0.09 0.04
H -0.0753 6.4249 4.0315 -0.03 -0.18 -0.09
C 2.2513 -6.0355 -3.3467 0.24 -0.31 0.01
N 2.0393 -4.5754 -3.1711 0.10 0.25 0.04
O 2.9448 -3.9332 -2.6625 -0.63 -0.15 -0.29
O 0.9686 -4.1236 -3.5503 0.53 -0.10 0.28
H 3.2386 -6.2958 -2.9683 -0.16 0.17 -0.01
H 1.4742 -6.5508 -2.7826 0.00 0.09 -0.15
H 2.1771 -6.2522 -4.4125 -0.13 0.05 0.15
C -4.9731 -3.5168 -1.1656 0.04 0.38 0.10
N -4.8003 -4.3779 -2.3651 -0.03 -0.19 -0.18
O -4.2312 -3.8887 -3.3307 -0.23 -0.41 0.36
O -5.2408 -5.5144 -2.2968 0.31 0.62 -0.21
H -4.5358 -2.5400 -1.3682 0.00 -0.18 0.03
H -6.0423 -3.4288 -0.9750 0.12 -0.17 0.03
H -4.4616 -4.0032 -0.3354 -0.15 0.01 -0.06
C -3.8090 7.6134 -1.3071 0.11 0.13 -0.31
N -4.1196 7.8421 0.1280 -0.02 0.18 0.36
O -4.0037 8.9811 0.5521 -0.11 -0.69 -0.07
O -4.4686 6.8689 0.7783 0.20 0.56 -0.26
H -3.5144 8.5598 -1.7575 -0.06 -0.11 0.18
H -2.9936 6.8924 -1.3558 -0.18 -0.01 0.04
H -4.7103 7.2248 -1.7804 0.14 -0.08 0.11
C 5.9444 4.9748 0.4328 -0.03 0.35 0.02
N 5.8453 3.6744 1.1457 -0.04 -0.32 0.27
O 5.5836 3.7067 2.3380 0.15 -0.16 -0.63
O 6.0336 2.6666 0.4824 -0.13 0.50 0.43
H 5.7548 5.7791 1.1419 0.01 -0.21 -0.04
H 6.9518 5.0497 0.0245 -0.16 -0.10 -0.06
H 5.1955 4.9735 -0.3586 0.17 -0.08 0.02
C -0.8107 -4.7668 -6.5764 -0.04 0.39 0.09
N 0.1722 -5.8728 -6.7180 0.07 -0.22 -0.07
O 1.3364 -5.6293 -6.4345 -0.45 -0.32 -0.21
O -0.2575 -6.9460 -7.1078 0.41 0.58 0.27
H -0.2903 -3.8780 -6.2232 0.01 -0.23 -0.01
H -1.2518 -4.5919 -7.5572 -0.03 -0.16 0.13
H -1.5627 -5.0857 -5.8552 0.03 -0.02 -0.17

=====

Record 2
111
Properties=species:S:1:pos:R:3:forces:R:3 method="wB97M-V/def2-TZVPD" total_charge=0 orbital_gap_ev=9.4 e_homo_ha=-0.3468
O -0.5948 2.7744 -3.7424 -0.25 -0.44 0.46
H -0.3928 2.4246 -4.6140 -0.10 0.12 -0.04
H -0.9402 2.0040 -3.2329 0.52 0.11 -0.42
O 3.6966 -1.3310 -2.2963 0.15 0.00 -0.33
H 4.5179 -1.2001 -2.7843 -0.11 -0.05 0.04
H 2.9804 -1.1391 -2.9285 0.04 0.12 0.08
O 1.4561 -0.4472 -3.7637 -0.11 0.11 0.23
H 1.2675 -0.0307 -4.6097 0.05 -0.02 0.06
H 0.8327 -0.0431 -3.1251 -0.04 -0.11 -0.41
O -2.3274 4.1172 -1.8548 0.11 -0.48 0.12
H -2.8790 3.4614 -1.4111 -0.03 0.07 -0.14
H -1.6943 3.5972 -2.3844 -0.22 0.54 -0.02
O -2.8698 -1.5136 -2.6573 -0.10 -0.31 0.31
H -3.7443 -1.5116 -3.0620 0.10 0.09 -0.02
H -3.0018 -1.9084 -1.7791 0.00 0.00 -0.07
C 1.8558 -6.7692 -1.8281 -0.47 0.12 -0.64
C 2.0990 -5.3671 -2.3932 0.51 -0.29 0.91
C 2.0826 -4.3731 -1.2208 -0.12 0.41 -1.03
O 3.3953 -5.3633 -2.9973 0.24 -0.09 0.05
H 0.8137 -6.8087 -1.5024 0.03 -0.24 0.09
H 2.4981 -6.9997 -0.9803 0.10 0.26 0.05
H 2.0359 -7.5414 -2.5781 -0.15 0.07 -0.06
H 1.3815 -5.0888 -3.1661 -0.35 -0.15 0.15
H 2.3298 -3.3849 -1.6148 0.27 -0.02 0.23
H 2.8237 -4.6966 -0.4953 0.02 0.19 0.15
H 1.1003 -4.2604 -0.7605 -0.05 -0.36 0.10
H 3.3608 -4.9256 -3.8491 -0.05 0.11 0.03
C -2.8620 4.2567 1.9029 -0.05 0.59 0.79
C -1.9430 5.4519 1.6015 0.82 -1.02 0.08
C -0.4644 5.0365 1.6642 0.47 -0.16 -0.16
O -2.2323 5.9859 0.3250 -0.10 0.07 0.19
H -2.8797 3.5433 1.0792 0.07 -0.01 -0.08
H -3.8732 4.6114 2.1106 -0.10 -0.04 -0.33
H -2.5443 3.7351 2.8104 0.16 -0.06 -0.18
H -2.0410 6.2311 2.3599 -0.54 0.11 -0.21
H 0.1950 5.9059 1.6956 -0.13 0.11 -0.18
H -0.1894 4.4627 0.7729 -0.09 0.03 -0.03
H -0.1731 4.4197 2.5204 -0.43 0.02 0.10
H -2.1236 5.2568 -0.3147 0.00 0.45 -0.05
C 3.0838 0.1828 0.5442 0.32 1.32 0.68
C 4.4857 -0.3597 0.8430 -1.21 -0.72 -1.02
C 4.8710 -0.3638 2.2952 0.92 0.05 0.14
O 4.4816 -1.7267 0.3895 0.42 0.14 0.15
H 2.9591 1.1642 1.0268 -0.03 -0.10 0.12
H 2.2939 -0.4685 0.9142 0.56 -0.05 0.14
H 2.9014 0.3935 -0.5088 0.21 -0.40 -0.13
H 5.2240 0.1927 0.2515 0.04 0.19 0.14
H 4.2348 -1.0076 2.8999 -0.11 0.02 -0.06
H 4.9431 0.6309 2.7384 -0.42 0.11 -0.14
H 5.9004 -0.7333 2.3478 -0.16 -0.29 0.13
H 4.1901 -1.7154 -0.5385 -0.01 -0.04 0.25
C -3.0933 0.3122 1.2196 -0.04 1.36 1.13
C -4.5715 -0.0310 1.3141 1.24 -0.97 -1.58
C -5.1107 -0.4825 -0.0501 -0.42 -0.04 0.56
O -4.7082 -1.1206 2.2246 -0.99 0.53 0.60
H -2.8529 0.7126 2.2106 0.41 -0.13 -0.08
H -2.8798 1.1507 0.5503 -0.30 -0.11 -0.10
H -2.3839 -0.4850 0.9921 -0.59 -0.37 0.11
H -5.1031 0.8619 1.6366 -0.20 -0.27 0.51
H -4.6955 -1.4785 -0.2148 -0.33 0.88 -0.66
H -4.8250 0.1797 -0.8661 -0.01 0.05 -0.01
H -6.1985 -0.5639 0.0062 0.03 -0.03 -0.19
H -3.9797 -1.7341 2.1069 0.32 0.09 -0.12
C -4.0949 -4.8015 -1.1494 -0.37 -0.45 0.09
C -3.3635 -4.4093 0.1311 0.60 -0.41 -0.72
C -1.8781 -4.7571 0.0274 -0.42 -0.39 -0.48
O -3.4622 -2.9935 0.3017 0.40 -0.14 0.30
H -3.9292 -5.8493 -1.4139 0.10 0.05 0.14
H -3.7678 -4.2030 -1.9996 0.11 0.11 0.06
H -5.1787 -4.7001 -1.0446 0.03 0.20 0.02
H -3.7710 -4.9462 0.9915 -0.22 0.17 0.03
H -1.3973 -4.1178 -0.7153 0.13 0.29 0.31
H -1.7789 -5.7586 -0.4004 -0.09 -0.08 0.23
H -1.3792 -4.7673 0.9925 0.15 0.36 -0.04
H -4.3827 -2.7377 0.4267 -0.03 -0.57 0.22
C -1.0566 -0.5891 4.2844 -0.10 -0.42 1.20
C -0.3860 0.7616 4.3204 0.50 0.71 -0.56
C 0.7146 0.8866 3.2761 -0.09 -0.21 -0.35
O -1.3403 1.7882 4.0126 0.01 0.01 0.11
H -1.5064 -0.8039 3.3198 0.24 -0.05 -0.16
H -1.8561 -0.6559 5.0321 -0.13 0.29 -0.12
H -0.3782 -1.3780 4.6222 0.16 0.00 -0.49
H 0.1034 1.0115 5.2699 -0.40 -0.42 0.27
H 0.2609 0.9361 2.2817 0.02 -0.13 0.22
H 1.3837 0.0248 3.3051 -0.05 -0.04 0.04
H 1.3344 1.7744 3.3974 -0.16 0.12 0.13
H -2.0594 1.7237 4.6507 0.02 0.04 0.00
C 4.9735 4.0554 -0.0923 0.21 0.01 -0.06
C 3.9048 3.8241 -1.1446 -0.98 0.05 0.58
C 2.5063 4.1965 -0.6363 0.45 -0.36 -0.05
O 4.1818 4.6529 -2.2719 0.59 -0.23 -0.10
H 5.8339 3.4031 -0.2476 0.09 0.16 -0.08
H 4.6118 3.8722 0.9205 -0.17 -0.08 -0.07
H 5.2922 5.0977 -0.1430 0.06 -0.03 0.00
H 3.8617 2.7574 -1.3994 0.26 0.08 -0.31
H 1.8343 4.1372 -1.4936 -0.24 0.26 0.16
H 2.5342 5.1961 -0.2038 -0.22 0.08 -0.13
H 2.1593 3.4875 0.1202 0.06 0.08 0.05
H 3.8215 4.2519 -3.0668 -0.10 -0.02 0.05
C 0.2846 -0.8690 -0.5564 -1.11 -0.70 -0.11
C -0.6298 0.3079 -0.8982 0.21 0.04 -0.16
C -0.0160 1.6195 -0.4403 -0.25 0.26 0.07
O -0.9092 0.4062 -2.3189 0.37 -0.52 0.03
H 0.6643 -0.7752 0.4597 -0.04 0.09 -0.29
H 1.0794 -1.0307 -1.2823 0.22 0.24 0.24
H -0.3003 -1.7973 -0.5358 -0.02 0.00 -0.21
H -1.6174 0.1361 -0.4578 0.75 0.26 -0.01
H 0.3659 1.5297 0.5772 -0.20 0.04 -0.13
H -0.7488 2.4291 -0.4616 0.02 0.02 0.04
H 0.8373 1.9552 -1.0347 -0.11 -0.34 -0.27
H -1.4752 -0.3650 -2.5417 0.03 0.49 -0.09

=====

Record 3
6
Properties=species:S:1:pos:R:3:forces:R:3 method="wB97M-V/def2-TZVPD" total_charge=0 orbital_gap_ev=11.3 smiles="C=C(F)F" e_homo_ha=-0.3802
C -0.2546 -0.7057 -0.0973 -2.24 -0.94 0.31
C 0.2218 0.4489 0.1410 -1.17 3.63 -0.69
F -0.5832 1.5437 0.2564 0.98 -0.62 0.33
F 1.4568 0.8066 0.0233 1.21 0.55 0.49
H 0.5303 -1.3951 -0.2295 -0.09 -1.59 -0.34
H -1.3711 -0.6984 -0.0939 1.31 -1.02 -0.09

=====

Record 4
14
Properties=species:S:1:pos:R:3:forces:R:3 method="wB97M-V/def2-TZVPD" total_charge=0 orbital_gap_ev="7.8 / 7.8" smiles="CN/C(=N/Cl)SC" e_homo_ha="-0.2822 / -0.2823"
C 0.1380 -2.1791 -0.0648 -2.46 1.30 -1.25
N 0.2735 -0.6692 0.0353 1.38 -1.32 0.23
C 1.5016 -0.1001 -0.0233 5.48 -4.67 -0.25
N 2.8369 -1.1169 -0.1355 -6.85 2.97 0.39
Cl 4.2790 -0.2923 -0.0749 0.81 0.88 -0.08
S 1.7472 1.5405 0.3455 0.00 0.98 -0.34
C 0.3452 2.4444 -0.5123 -0.46 -1.03 2.81
H 0.2995 -2.8076 0.7997 0.14 0.60 0.81
H -0.9943 -2.3093 -0.3948 2.59 -0.15 0.34
H 0.8948 -2.4988 -0.7739 -0.40 0.00 -0.46
H -0.1974 -0.2087 0.7889 -0.96 -0.10 0.21
H -0.6133 1.8467 -0.2602 1.45 1.52 -0.78
H 0.6157 2.5163 -1.5315 -0.17 -0.02 -1.06
H 0.4243 3.4443 -0.0066 -0.56 -0.96 -0.58

=====

Record 5
12
Properties=species:S:1:pos:R:3:forces:R:3 method="wB97M-V/def2-TZVPD" total_charge=0 orbital_gap_ev=11.4 smiles=CCCO e_homo_ha=-0.3789
C -1.4769 -0.1758 0.0737 0.00 -0.03 0.07
C -0.1141 -0.1853 -0.6251 0.14 -0.18 -0.03
C 1.0601 0.5495 0.0428 -0.07 0.20 -0.08
O 2.0372 -0.4156 0.4393 0.22 0.19 0.44
H -1.3653 -0.2377 1.1622 0.00 -0.01 -0.10
H -2.0566 -1.0497 -0.2428 0.04 0.15 0.05
H -2.0898 0.7071 -0.1435 0.28 -0.06 0.01
H 0.3119 -1.1901 -0.5937 -0.54 -0.27 -0.37
H -0.2241 0.0740 -1.6859 0.05 0.07 0.25
H 0.7480 1.1619 0.9027 -0.01 -0.12 -0.17
H 1.5885 1.2030 -0.6589 -0.16 -0.08 0.12
H 1.7025 -0.9036 1.2031 0.05 0.14 -0.17

=====

E_tot list, top to bottom, in eV: -73339.742; -52705.387; -7540.119; -29558.355; -5287.682
Strongest force on any atom list, top to bottom, in eV Å⁻¹: 6.42; 2.23; 3.87; 7.47; 0.71